Formula: F3H3S2Si2
Source: the Open Molecules 2025 dataset
Level of theory: ωB97M-V/def2-TZVPD

```
10
F3H3S2Si2 | the Open Molecules 2025 dataset | ωB97M-V/def2-TZVPD
S 2.08 -0.89 -0.78
S -0.82 -2.57 -2.25
Si 0.00 -1.39 -0.87
Si -1.23 -0.09 0.62
F -1.93 -0.97 1.72
F -0.39 1.09 1.28
F -2.51 0.65 -0.01
H 1.30 2.47 -0.46
H 2.09 -0.35 0.43
H 1.40 2.05 0.30
```

Values from the calculation:
Energy in hartree: -1676.95417
Lowest unoccupied orbital energy in eV: -1.5
Kohn-Sham gap in eV: 8.16
Molecular weight in g/mol: 180.32

natural (NBO) population analysis, charges in e, atoms 1 to 6: -0.339, -0.530, 0.628, 2.017, -0.643, -0.647